Run P
{"formula": "CH10O5", "method": "ωB97M-V with the def2-TZVPD basis set", "homo_ev": -10.0, "smiles": "C=O.O.O.O.O", "charge": 0, "elements": ["H", "H", "H", "H", "H", "H", "O", "H", "C", "O", "H", "H", "O", "O", "H", "O"], "positions_angstrom": [[-1.1314, 0.3727, -2.7651], [-1.2477, 0.9574, 0.1377], [-1.3379, 1.7972, -2.9280], [2.0822, -1.0755, 1.6379], [2.3020, 1.1730, -0.7181], [2.1330, -0.1186, -2.1274], [1.8632, -0.9365, 0.7078], [-1.3980, 0.0657, 1.3139], [1.9790, 0.8910, -1.7195], [1.3585, 1.6943, -2.3666], [-1.4136, -1.4545, 3.8856], [-1.9194, -2.6002, 3.0837], [-1.7934, -1.6470, 3.0134], [-1.8151, 1.0296, -2.6121], [1.1063, -0.3779, 0.8550], [-0.7676, 0.2293, 0.6018]]}

Run Q
{"formula": "CH10O5", "method": "ωB97M-V with the def2-TZVPD basis set", "homo_ev": -11.0, "smiles": "C=O.O.O.O.O", "charge": 0, "elements": ["O", "H", "H", "C", "O", "O", "H", "H", "H", "O", "O", "H", "H", "H", "H", "H"], "positions_angstrom": [[-0.5133, -1.5119, 0.9209], [0.2475, 2.2916, 1.4844], [1.3685, -0.7939, -1.7746], [0.4357, 1.8745, 0.4702], [-0.4993, 1.8261, -0.4019], [-2.5615, -0.2948, 3.3087], [-1.1218, -2.2612, 0.8648], [2.1986, -1.9809, -1.9888], [-3.0073, -0.1010, 2.4411], [1.5581, -1.6710, -1.3368], [0.7509, 0.7388, -2.5542], [0.2306, -1.7383, 0.4574], [0.0259, 1.0929, -1.9356], [-1.6153, -0.5996, 2.9785], [1.4929, 1.6310, 0.1400], [1.0099, 1.4977, -3.0741]]}

Tell me which of them is the most stable. Sure, it is run P.

Run P
{"formula": "C5H8BN", "method": "ωB97M-V with the def2-TZVPD basis set", "homo_ev": [-7.9, -7.9], "charge": 0, "elements": ["C", "H", "N", "H", "C", "H", "C", "C", "B", "H", "H", "H", "H", "C", "H"], "positions_angstrom": [[-1.4239, -1.2257, -0.0422], [-2.0622, 2.0564, -0.0300], [0.7360, -0.2032, 0.0357], [-3.1309, -0.1606, 0.0078], [-0.0228, -1.2649, 0.0388], [0.3703, -2.2874, -0.0867], [-2.1145, -0.0558, -0.0256], [-1.4557, 1.1422, 0.1381], [0.0099, 1.0413, 0.2472], [2.6276, -0.1537, -0.9424], [-1.8923, -2.1524, -0.1217], [2.3021, 0.9693, 0.2806], [2.6114, -0.7985, 0.8067], [2.1452, -0.0919, 0.0206], [1.2999, 3.1849, -0.3269]]}

Run Q
{"formula": "C5H8BN", "method": "ωB97M-V with the def2-TZVPD basis set", "homo_ev": -9.0, "smiles": "C=C/C=C\\B=N\\C", "charge": 0, "elements": ["H", "C", "H", "N", "H", "H", "H", "B", "C", "C", "H", "H", "H", "C", "C"], "positions_angstrom": [[0.4393, -3.6917, -0.4880], [1.3477, 1.8414, 0.5379], [2.3231, 0.3083, 1.5288], [0.1099, -1.6712, 0.2408], [-0.8843, -3.6605, 0.5904], [0.5335, 3.2789, -0.7061], [-1.6362, 2.3761, -1.4601], [0.7305, -0.6095, 0.4003], [-0.3356, -2.9474, -0.1291], [0.2113, 2.3254, -0.2776], [1.9197, 2.6698, 0.9124], [-1.0557, -2.8771, -0.9402], [-1.4050, 0.8742, -0.3000], [1.5364, 0.5858, 0.9553], [-0.9744, 1.9004, -0.6510]]}

Tell me which of them is the most stable. Sure, it is run Q.

Run P
{"formula": "C6H30O9", "method": "ωB97M-V with the def2-TZVPD basis set", "homo_ev": -10.1, "smiles": "CO.CO.CO.CO.CO.CO.O.O.O", "charge": 0, "elements": ["H", "O", "H", "H", "H", "O", "H", "H", "H", "H", "H", "H", "H", "C", "H", "H", "H", "C", "O", "H", "O", "H", "C", "H", "H", "H", "C", "H", "O", "H", "H", "O", "H", "H", "H", "O", "H", "O", "H", "H", "C", "H", "C", "H", "O"], "positions_angstrom": [[5.0284, 14.4718, 5.8585], [7.7839, 14.3559, 11.2694], [11.1784, 12.2321, 13.1277], [5.7483, 7.7725, 8.0257], [3.8137, 12.2778, 7.0608], [8.6586, 8.7310, 8.5075], [5.5526, 6.3069, 5.8139], [8.9969, 11.1351, 12.5949], [10.0951, 8.6857, 13.1958], [7.0886, 5.7675, 6.5272], [8.2070, 11.3419, 6.4614], [10.8444, 7.7464, 11.8888], [10.9075, 9.4743, 11.8046], [4.1340, 13.9006, 6.0917], [8.2120, 13.5726, 11.5973], [5.7913, 11.2339, 9.8026], [6.8196, 7.5422, 6.0582], [10.1963, 12.6120, 13.3996], [9.2068, 12.1108, 12.4238], [8.2591, 7.8524, 8.5835], [6.9750, 9.3032, 13.1082], [7.2360, 14.7946, 11.9206], [8.3467, 12.6463, 7.8556], [9.1051, 8.6196, 10.5100], [6.7784, 9.7788, 10.2619], [9.2585, 12.9688, 7.3487], [6.3922, 6.6221, 6.5075], [3.5665, 13.8626, 5.1531], [6.0638, 6.8710, 7.9026], [6.2814, 10.3743, 7.9036], [3.4963, 14.4335, 6.8380], [7.9758, 11.4122, 7.3598], [6.1831, 9.7201, 12.7480], [8.0425, 9.1968, 7.8932], [5.0663, 9.6658, 10.2878], [4.5439, 12.5850, 6.4403], [8.4667, 12.5328, 8.9031], [5.8430, 9.6715, 8.3986], [10.1403, 13.7346, 13.2885], [9.9591, 12.1491, 14.3773], [10.2831, 8.6151, 12.1059], [7.6070, 13.4129, 7.6870], [5.8678, 10.1485, 9.7692], [7.6155, 9.1035, 12.3822], [9.0067, 8.6388, 11.5084]]}

Run Q
{"formula": "C6H30O9", "method": "ωB97M-V with the def2-TZVPD basis set", "homo_ev": -10.2, "smiles": "CCO.CCO.CCO.O.O.O.O.O.O", "charge": 0, "elements": ["C", "H", "H", "C", "H", "O", "H", "H", "H", "H", "C", "H", "H", "H", "H", "H", "H", "H", "H", "C", "H", "H", "O", "H", "O", "H", "H", "H", "H", "H", "H", "O", "H", "H", "H", "H", "H", "O", "O", "C", "H", "O", "O", "C", "O"], "positions_angstrom": [[18.3003, -19.2367, 3.8904], [17.9060, -16.5527, 2.5152], [17.5561, -18.8141, 4.5699], [18.1149, -15.5193, 2.7844], [19.4255, -17.4421, 4.1153], [15.8983, -18.5244, 0.9138], [18.3971, -20.3031, 4.1133], [16.2844, -16.2696, -0.5367], [14.8298, -17.1037, -1.1507], [20.5666, -14.1764, -0.1828], [17.4030, -14.4890, 1.9234], [15.7049, -16.7377, 1.7265], [17.8852, -16.9419, 6.5413], [17.8393, -15.3682, 3.8378], [20.2919, -15.1936, 0.9279], [20.1904, -18.7497, 4.9171], [18.8351, -10.9590, 2.6790], [14.8772, -15.5002, -0.2898], [18.9093, -15.8146, 6.5440], [19.6283, -18.5086, 4.0093], [21.3304, -12.7727, 3.7085], [16.3249, -14.5158, 2.0720], [20.4336, -18.7491, 2.8598], [21.0502, -19.4531, 3.0774], [18.4434, -11.7261, 4.3756], [17.8147, -13.5029, 2.1442], [18.7903, -12.6091, 4.5399], [15.3538, -19.2960, 1.0762], [19.0530, -9.8068, 1.6880], [21.0051, -13.1598, 5.1533], [21.8168, -15.6402, 3.9604], [19.5321, -15.3342, 2.6977], [19.8349, -14.6670, 3.3309], [14.1125, -17.5276, 1.2267], [17.6745, -14.6556, 0.8791], [17.9210, -19.1958, 2.8687], [21.9679, -17.0860, 3.5075], [22.4708, -16.2759, 3.6560], [18.7274, -16.6778, 6.9256], [15.2410, -16.5318, -0.3215], [18.3791, -11.3100, 5.2409], [20.8682, -13.4337, 4.2399], [20.5064, -15.1214, -0.0167], [15.1492, -17.3052, 0.9774], [19.2662, -10.7313, 1.8406]]}

Tell me which of them is the most stable. Sure, it is run Q.

Run P
{"formula": "C21H33N3O4S", "method": "ωB97M-V with the def2-TZVPD basis set", "homo_ev": -7.6, "smiles": "CCOc1cc(NC(=S)NC[C@H]2CCCO2)c(OCC)cc1NC(=O)CC(C)C", "charge": 0, "elements": ["H", "C", "H", "C", "H", "N", "C", "C", "C", "C", "H", "H", "H", "H", "H", "C", "H", "C", "H", "H", "H", "N", "H", "C", "H", "S", "C", "C", "H", "H", "N", "O", "C", "C", "C", "H", "H", "H", "H", "O", "H", "H", "H", "H", "C", "C", "H", "C", "C", "C", "C", "H", "H", "O", "O", "H", "H", "C", "H", "H", "H", "H"], "positions_angstrom": [[-6.9156, 0.7416, 2.4687], [6.4377, -1.2588, 1.3977], [-0.5650, -3.0775, -2.0801], [2.9818, -0.0512, -0.9082], [-2.2647, 2.1405, 0.2986], [-3.5931, -0.1254, -0.2695], [-1.0681, 4.3310, -1.0361], [-0.7244, -3.9737, -0.1098], [-6.1153, 0.0053, 2.4548], [-0.2689, 1.4977, -0.1272], [-6.7228, 0.8805, -0.0496], [-7.6591, -2.1941, 1.9172], [7.0091, -1.2966, 2.3367], [3.3627, -0.1475, 1.8585], [-7.5425, -2.1567, 0.1575], [5.3097, 0.7637, 1.4179], [3.7687, 2.0602, 0.6293], [4.9740, -1.6148, 1.6440], [0.0059, -3.3239, 0.3648], [-8.3286, -0.8322, 1.0187], [-6.0761, -0.4904, -0.9701], [4.2000, 0.5335, -0.7597], [5.3295, 2.1704, -0.2121], [-6.1727, -0.8148, 1.1692], [-0.9756, 5.1686, -1.7227], [2.9295, -1.5513, -1.6158], [4.4116, -0.2742, 2.1197], [-5.9674, 0.0936, -0.0533], [4.5102, -0.1814, 3.2012], [4.8591, -2.4063, 2.3802], [1.9125, 0.6811, -0.5306], [0.3480, 2.7034, 0.1836], [-4.6020, 0.7594, -0.0432], [-0.0321, -0.8098, -0.7965], [4.6112, 1.4838, 0.2455], [-0.2303, -4.8929, -0.4107], [-1.4524, 4.6939, -0.0865], [-1.7744, 3.6169, -1.4505], [4.4966, -1.9282, 0.7150], [-4.4433, 1.9454, 0.1513], [-1.5014, -4.2088, 0.6138], [2.0950, 1.6271, -0.2065], [-6.2245, -0.6393, 3.3242], [-5.1678, 0.5330, 2.5321], [-1.4034, -0.9751, -0.7216], [-2.2178, 0.1053, -0.3299], [-2.0763, -3.9646, -1.7923], [0.5458, 0.4215, -0.5096], [-1.3352, -3.3025, -1.3349], [-1.6380, 1.3272, -0.0241], [0.3012, 3.6949, -0.8388], [-5.3701, -1.5616, 1.1963], [1.0188, 4.4513, -0.5067], [6.4300, 0.0644, 0.8952], [-2.0704, -2.1348, -1.0111], [0.6131, -1.6185, -1.0895], [6.9279, -1.8917, 0.6568], [-7.5086, -1.5458, 1.0571], [4.9648, -0.0664, -1.0478], [-3.8368, -1.0860, -0.4712], [5.6585, 1.5289, 2.1270], [0.6531, 3.2646, -1.7878]]}

Run Q
{"formula": "C21H33N3O4S", "method": "ωB97M-V with the def2-TZVPD basis set", "homo_ev": -7.9, "smiles": "CCCCCC(=O)Nc1cc(S(=O)(=O)N2CCCCC2)ccc1N1CCOCC1", "charge": 0, "elements": ["C", "C", "C", "C", "H", "H", "H", "N", "C", "N", "H", "H", "C", "H", "C", "O", "H", "C", "C", "H", "H", "C", "N", "H", "C", "C", "H", "C", "H", "H", "H", "H", "H", "H", "C", "H", "H", "H", "C", "H", "H", "O", "O", "C", "H", "H", "S", "H", "H", "C", "H", "C", "O", "H", "C", "H", "H", "C", "H", "C", "H", "H"], "positions_angstrom": [[-6.5246, 0.9477, 0.6373], [7.3960, 1.7975, 1.3653], [6.7141, 1.8768, -0.0257], [-1.8298, -1.8188, -0.0133], [3.7955, -1.7068, 1.9541], [-6.7817, 2.7116, 1.0802], [6.5107, 0.9242, -0.4735], [1.9496, -1.7694, -0.1062], [-5.7060, -0.4982, 0.9926], [1.1989, 0.8366, -1.2488], [2.3105, -3.6164, 0.5129], [4.1992, -3.1717, 2.0716], [4.3592, 2.3273, -1.0979], [-6.3190, 0.8432, -0.4882], [2.8359, 2.4321, -0.9666], [-3.8404, 0.8814, -1.7117], [7.3931, 2.7480, 1.8855], [4.2651, -1.4955, -0.6362], [5.2670, 2.3752, 0.1972], [4.5395, 1.3623, -1.5186], [-2.8793, 1.3322, 1.1675], [2.0714, 1.2839, -0.2088], [-4.2950, -0.2772, 0.7255], [2.5673, -0.8577, -1.5998], [-4.6512, 2.3009, 1.2966], [2.2545, -2.8015, 1.1102], [-3.7351, 0.8126, 2.6285], [3.7228, -2.5518, 1.5318], [-6.3439, 1.9086, 2.3498], [7.0596, 2.7161, -0.6612], [4.9247, -1.4427, -1.1991], [-7.5239, 0.4008, 0.8735], [-1.4802, 1.1048, -1.4176], [-5.7832, -1.4634, 0.4379], [0.2254, -0.1485, -0.8535], [-4.3916, 3.1056, 1.6191], [4.7588, 3.0887, -1.5915], [-0.2362, -3.2098, 0.8654], [-2.1107, -0.5457, -0.5507], [2.8653, -2.4950, -1.8694], [-2.4817, -2.6114, 0.4826], [-4.4245, -1.4176, -1.3641], [2.2826, 0.7734, 0.9928], [0.6640, -1.3113, -0.1182], [2.5154, 2.9935, -1.8369], [-4.6775, 2.5518, 0.2026], [-3.7509, -0.2155, -0.8910], [4.4449, -0.4910, -0.0592], [1.6990, -2.8710, 1.9002], [-0.3768, -2.4170, 0.1702], [4.6827, 1.6607, 1.1069], [-1.0201, 0.0723, -0.9909], [4.6331, -2.4538, 0.4881], [2.7345, 3.4484, -0.1245], [-6.0902, 2.0064, 1.1737], [-5.7598, -0.5724, 1.9497], [6.9643, 0.9837, 1.8528], [2.8895, -1.5921, -1.0277], [5.0567, 3.1971, 0.6496], [-3.8180, 1.1043, 1.4022], [0.9570, 1.4336, -1.9581], [8.5233, 1.4994, 1.3806]]}

Tell me which of them is the most stable. Sure, it is run P.

Run P
{"formula": "C2HO4P", "method": "ωB97M-V with the def2-TZVPD basis set", "homo_ev": -9.5, "smiles": "O=CP=O.O=C=O", "charge": 0, "elements": ["H", "O", "O", "P", "C", "O", "O", "C"], "positions_angstrom": [[0.4800, 0.4929, 0.2894], [-1.3047, -2.5695, -1.2386], [-1.7283, -1.8012, -3.3242], [-0.1946, -1.6467, 0.8867], [0.0043, -0.2865, -0.3145], [-0.9905, -0.9207, 1.9244], [-0.0556, -0.2138, -1.5012], [-1.4144, -2.0590, -2.2668]]}

Run Q
{"formula": "C2HO4P", "method": "ωB97M-V with the def2-TZVPD basis set", "homo_ev": [-8.9, -8.9], "charge": 0, "elements": ["O", "C", "O", "O", "O", "P", "C", "H"], "positions_angstrom": [[1.7594, 1.5489, 1.8020], [-1.7059, 0.8559, -0.0871], [1.8777, 3.6239, 0.8288], [0.5730, 0.2177, 1.5971], [-2.7669, 1.2416, -0.2986], [-0.4940, -0.3563, 0.7327], [1.9844, 2.6039, 1.3424], [0.1437, -0.2353, -0.5396]]}

Tell me which of them is the most stable. Sure, it is run P.